1.
Molecular formula: C21H43INNbO6PS
Method: DFT, wB97M-V/def2-TZVPD

For the HOMO-LUMO gap, the calculation gives 6.17 eV. Its total energy is -2426.004906 a.u. Its charge is -1.

Each line ends with the Löwdin charge.
Positions of all 75 atoms, in Å:
C1 7.55100 -1.93165 3.98731  -0.12
C2 7.62842 -1.57766 2.41613  -0.47
N1 8.68912 -0.84434 2.06164  0.03
C3 6.55214 -2.04990 1.32654  -0.39
Nb1 4.48697 -1.07930 1.57396  1.24
S1 4.11407 -2.75182 3.45832  0.17
C4 2.48056 -0.03117 1.94380  -0.43
C5 1.41644 -0.11834 0.75476  -0.40
C6 1.72651 0.78589 -0.54129  -0.67
I1 1.87184 2.91863 -0.15368  0.78
C7 3.70840 -2.42381 -0.04447  -0.39
C8 2.64854 -3.54340 0.25417  -0.27
C9 1.59475 -3.66932 1.36798  -0.09
C10 0.59048 -4.87599 1.48574  -0.07
C11 0.59307 -6.00956 0.40016  -0.11
C12 1.61722 -5.89967 -0.75327  -0.11
C13 2.61016 -4.71879 -0.80911  -0.05
P1 5.25873 0.72795 -0.12168  0.70
O1 5.15819 2.21374 0.79032  -0.49
O2 6.95814 0.57024 -0.44000  -0.44
H1 8.60283 -2.21545 4.34099  0.06
H2 6.89084 -2.84996 4.13594  0.02
H3 7.20230 -1.04137 4.62330  0.07
H4 8.67259 -0.69117 1.03806  0.00
H5 7.01747 -1.93103 0.29115  0.03
H6 6.37932 -3.18415 1.50291  0.04
H7 5.18386 0.01075 2.85462  -0.10
H8 4.50088 -4.01450 3.03998  -0.21
H9 2.05019 -0.35613 2.96986  0.04
H10 2.74754 1.08924 2.08656  0.00
H11 0.41571 0.29570 1.17617  0.09
H12 1.17451 -1.16240 0.36672  0.08
H13 2.59525 0.34723 -1.15845  0.01
H14 0.80171 0.65764 -1.22716  0.05
H15 3.27093 -1.74980 -0.88635  0.05
H16 4.62039 -2.93898 -0.54642  0.06
H17 1.56639 -2.82836 2.15615  0.05
H18 -0.17913 -4.95485 2.32293  0.07
H19 -0.12872 -6.89591 0.42721  0.07
H20 1.63894 -6.67441 -1.58570  0.07
H21 3.33103 -4.70278 -1.71057  0.09
H22 5.82027 2.17680 1.51635  0.02
H23 7.37751 1.04780 0.31383  0.02
C14 -4.74184 4.43803 -1.48811  -0.11
O3 -4.04456 4.94865 -0.35984  -0.19
C15 -3.37799 3.92380 0.37667  -0.19
C16 -1.88971 3.87752 0.04514  -0.23
O4 -1.67174 3.48355 -1.30937  -0.23
C17 -1.40074 4.59185 -2.15713  -0.12
H24 -4.99021 5.27485 -2.14379  0.09
H25 -4.13795 3.72436 -2.05490  0.08
H26 -5.66760 3.95564 -1.15991  0.08
H27 -3.85001 2.95035 0.20238  0.12
H28 -3.49229 4.16619 1.43656  0.12
H29 -1.41203 3.12149 0.67653  0.10
H30 -1.40811 4.83845 0.25283  0.12
H31 -0.36960 4.92416 -2.00866  0.07
H32 -2.08454 5.42440 -1.97337  0.08
H33 -1.51765 4.26448 -3.19175  0.09
C18 -9.23870 -0.23519 -2.86634  -0.11
O5 -7.91277 -0.71905 -2.70289  -0.19
C19 -6.93395 0.20026 -3.18534  -0.19
C20 -6.30289 0.99078 -2.04357  -0.19
O6 -7.25708 1.84799 -1.41480  -0.21
C21 -7.75934 1.29868 -0.20254  -0.11
H34 -9.90169 -0.84128 -2.24623  0.09
H35 -9.33510 0.80841 -2.55617  0.08
H36 -9.54050 -0.33565 -3.91354  0.09
H37 -7.36689 0.87082 -3.93577  0.13
H38 -6.15444 -0.38987 -3.67394  0.12
H39 -5.51850 1.63521 -2.45362  0.11
H40 -5.83774 0.32371 -1.31075  0.13
H41 -7.01638 1.41815 0.59084  0.09
H42 -8.01618 0.24194 -0.30785  0.08
H43 -8.65866 1.85173 0.07381  0.09

Forces on atoms 1 to 6 (eV/Å):
0.220 -0.439 -0.753
1.617 1.244 -1.007
-2.512 -1.643 0.651
1.835 -0.762 1.195
-1.068 -1.841 1.191
0.347 -0.259 -0.220

2.
Molecular formula: C8H8F3NOS
Method: DFT, wB97M-V/def2-TZVPD

For the HOMO-LUMO gap, the calculation gives 7.98 eV. Its relative energy (zero: lowest compared OMol25 entry of this formula, charge and spin) is 289.6 kJ/mol. Its total energy is -1137.154331 a.u. Its charge is 0.

Each line ends with the Löwdin charge.
Positions of all 22 atoms, in Å:
C1 3.84241 -1.28058 -0.41094  0.14
C2 2.91576 -0.55948 -0.58071  -0.17
C3 0.21203 1.45758 1.13529  0.07
C4 -1.58120 0.27185 0.34375  -0.45
C5 0.66610 -0.83943 1.22158  -0.36
C6 1.88909 0.39662 -0.54577  -0.19
C7 -2.64441 0.91217 -0.20472  -0.33
C8 0.08543 2.61282 0.26638  -0.67
N1 1.07804 0.41651 0.70307  -0.20
O1 -3.97224 0.27796 -0.30784  -0.08
F1 1.23592 3.25780 0.37648  0.14
F2 -0.08068 2.52134 -1.11023  0.07
F3 -0.97020 3.38539 0.67051  0.09
S1 -1.14604 -1.23798 0.64942  1.04
H1 4.53053 -2.07504 -0.38160  0.03
H2 1.44288 -1.65792 1.07353  0.11
H3 0.41955 -0.74767 2.27836  0.08
H4 1.32759 0.26002 -1.54422  0.15
H5 2.30581 1.47194 -0.63517  0.16
H6 -2.27328 1.15555 -1.20155  0.14
H7 -2.78123 1.91609 0.29396  0.15
H8 -4.71115 0.86937 -0.52646  0.08

Forces on atoms 1 to 6 (eV/Å):
0.551 -1.108 -0.255
0.595 0.109 0.919
-0.590 -4.233 -0.826
3.451 -1.447 1.723
1.379 0.121 0.722
-1.787 3.275 -1.986

3.
Molecular formula: C21H16BrCrF6N7O5S3
Method: DFT, wB97M-V/def2-TZVPD

For the HOMO-LUMO gap (alpha / beta), the calculation gives 6.33 / 6.68 eV. Its relative energy (zero: lowest compared OMol25 entry of this formula, charge and spin) is 98.9 kJ/mol. Its total energy is -6981.393509 a.u. The spin multiplicity is 2. Its charge is +1.

Each line ends with the Mulliken spin population.
Positions of all 60 atoms, in Å:
Cr1 -0.59253 -0.35454 1.03668  1.05
Br1 -3.04480 6.59124 1.36868  0.00
C1 -2.25244 4.88768 1.52641  -0.01
C2 -1.51644 4.57705 2.68028  0.00
C3 -0.93118 3.34463 2.82242  0.00
C4 -1.07025 2.37480 1.81961  -0.01
O1 -0.51037 1.19278 1.97388  0.00
C5 -1.79067 2.69483 0.65112  0.01
C6 -1.85852 1.80565 -0.45437  -0.01
N1 -1.33116 0.61923 -0.51129  -0.01
C7 -1.34133 -0.11561 -1.72817  0.02
C8 -1.64240 0.36811 -2.97405  0.00
C9 -1.61866 -0.48391 -4.09559  0.00
C10 -1.27937 -1.80171 -3.97649  0.00
C11 -0.92334 -2.32238 -2.71271  0.00
C12 -0.52007 -3.66001 -2.49710  0.00
C13 -0.15942 -4.06581 -1.24427  0.00
C14 -0.19238 -3.13948 -0.19001  -0.01
N2 -0.57186 -1.89100 -0.35719  -0.03
C15 -0.94762 -1.46798 -1.59794  -0.03
C16 -2.38301 3.96905 0.52504  0.00
H1 -1.41400 5.32188 3.45775  0.00
H2 -0.35725 3.09587 3.70499  0.00
H3 -2.38286 2.18030 -1.32878  0.00
H4 -1.88952 1.40951 -3.12949  0.00
H5 -1.87248 -0.07409 -5.06370  0.00
H6 -1.26457 -2.45316 -4.84068  0.00
H7 -0.49844 -4.34761 -3.33333  0.00
H8 0.15356 -5.08019 -1.04436  0.00
H9 0.09812 -3.43280 0.81129  0.00
H10 -2.93194 4.21255 -0.37583  0.00
C17 3.79237 -0.42592 -4.18244  0.00
C18 3.28120 0.72676 -3.40522  0.00
N3 3.24720 1.96004 -3.80042  0.00
N4 2.69207 2.63685 -2.75605  0.00
C19 2.37667 1.85890 -1.70735  0.00
S1 1.66437 2.22847 -0.23885  0.00
N5 2.77988 0.62870 -2.13041  0.00
N6 2.57976 -0.54566 -1.40079  0.00
H11 4.13004 -0.07177 -5.15233  0.00
H12 3.00924 -1.17271 -4.32132  0.00
H13 4.63211 -0.90274 -3.67383  0.00
H14 2.55769 3.63173 -2.80543  0.00
H15 3.47123 -1.02962 -1.34115  0.00
H16 2.34732 -0.22771 -0.45849  0.00
F1 2.27213 -0.53981 5.04524  0.00
C20 1.54751 -0.02045 4.07870  0.00
F2 0.41216 0.45378 4.58637  0.00
F3 2.20873 0.93770 3.46960  0.00
S2 1.13629 -1.38386 2.84704  0.00
O2 1.40437 -0.84452 1.49734  -0.01
O3 1.84160 -2.54135 3.25229  0.00
N7 -0.42990 -1.55630 2.74527  -0.01
S3 -1.87528 -1.02587 3.27986  0.01
O4 -2.59329 -2.43526 3.77842  0.00
O5 -2.49329 -0.86344 1.94093  0.03
C21 -1.95167 -3.17819 4.74155  0.00
F4 -2.85410 -3.83710 5.43533  0.00
F5 -1.24822 -2.37885 5.56629  0.00
F6 -1.10101 -4.03667 4.18707  0.00

Forces on atoms 1 to 6 (eV/Å):
-0.173 0.022 0.221
0.009 -0.025 -0.008
0.007 0.077 0.072
-0.040 0.039 -0.043
0.062 -0.119 0.040
-0.176 0.162 -0.084

4.
Molecular formula: F3NO2S
Method: DFT, wB97M-V/def2-TZVPD

For the HOMO-LUMO gap (alpha / beta), the calculation gives 8.26 / 8.25 eV. Its relative energy (zero: lowest compared OMol25 entry of this formula, charge and spin) is 349.2 kJ/mol. Its total energy is -902.713839 a.u. Its charge is 0.

Each line ends with the Löwdin charge.
Positions of all 7 atoms, in Å:
N1 -1.12606 -0.25871 -0.16496  -0.09
O1 1.11082 0.17022 1.26325  -0.20
O2 0.58295 1.79823 -0.51929  -0.24
F1 -0.78411 -1.47482 0.25090  -0.01
F2 -1.93145 0.24572 0.86476  0.00
F3 1.58194 -0.92778 -1.71976  -0.39
S1 0.56591 0.44713 0.02510  0.93

Forces on atoms 1 to 6 (eV/Å):
-0.330 0.482 -0.402
1.102 -1.390 2.115
-0.243 -2.881 0.475
-0.613 -1.526 0.435
1.216 -0.203 -0.573
-1.724 1.927 2.720

5.
Molecular formula: C35H42BGeIrN6Se
Method: DFT, wB97M-V/def2-TZVPD

For the HOMO-LUMO gap (alpha / beta), the calculation gives 4.89 / 4.89 eV. Its relative energy (zero: lowest compared OMol25 entry of this formula, charge and spin) is 433.7 kJ/mol. Its total energy is -6294.441398 a.u. Its charge is +2.

Each line ends with the Löwdin charge.
Positions of all 87 atoms, in Å:
Ir1 -0.02197 -0.25264 0.38291  1.26
C1 -0.10077 4.75638 -1.96680  0.01
C2 -0.29245 3.83205 -0.82607  -0.22
C3 -0.68746 4.15310 0.45517  0.07
C4 -0.68338 2.95129 1.17826  -0.19
N1 -0.30465 1.95922 0.34650  0.02
N2 -0.07180 2.49953 -0.86064  0.03
B1 0.30157 1.68848 -2.10896  -0.51
N3 -0.81211 0.66742 -2.39156  0.02
N4 -1.19853 -0.27861 -1.52404  0.02
C5 -2.19745 -0.98441 -2.09612  -0.19
C6 -2.43562 -0.45235 -3.37353  0.07
C7 -1.54392 0.58840 -3.52586  -0.22
C8 -1.38030 1.48010 -4.69631  0.01
C9 -2.91062 -2.07264 -1.46652  -0.16
C10 -2.68988 -2.41207 -0.12834  -0.05
C11 -3.40146 -3.43070 0.46868  -0.07
C12 -4.36138 -4.12595 -0.26227  -0.04
C13 -4.59537 -3.80200 -1.59122  -0.04
C14 -3.87209 -2.79246 -2.19166  0.00
N5 1.61596 0.92892 -1.88069  0.03
N6 1.78984 -0.00268 -0.93095  0.03
C15 3.03562 -0.50146 -1.07189  -0.19
C16 3.65429 0.14055 -2.15393  0.07
C17 2.72817 1.03827 -2.64108  -0.22
C18 2.89827 1.98943 -3.76232  0.01
C19 3.64122 -1.48758 -0.20533  -0.17
C20 2.86833 -2.35541 0.56760  -0.10
C21 3.46607 -3.24918 1.43239  -0.07
C22 4.85139 -3.31256 1.51893  -0.05
C23 5.63148 -2.48237 0.72457  -0.04
C24 5.03732 -1.57199 -0.12621  0.00
C25 -0.99641 2.80635 2.58532  -0.16
C26 -1.08436 3.95601 3.38261  0.00
C27 -1.37718 3.86084 4.72724  -0.04
C28 -1.59481 2.61932 5.30451  -0.05
C29 -1.51672 1.47066 4.52587  -0.07
C30 -1.21879 1.56237 3.18048  -0.06
H1 -0.27607 5.77940 -1.64577  0.10
H2 0.91412 4.68819 -2.35101  0.09
H3 -0.78862 4.53069 -2.77861  0.09
H4 -0.96301 5.12794 0.79461  0.12
H5 0.40982 2.40954 -3.02485  0.11
H6 -3.16255 -0.76672 -4.09115  0.12
H7 -2.08808 1.20307 -5.47233  0.10
H8 -1.56013 2.51794 -4.42434  0.09
H9 -0.37562 1.40286 -5.10650  0.09
H10 -1.94660 -1.83714 0.44005  0.02
H11 -3.22565 -3.68640 1.50360  0.08
H12 -4.92241 -4.91512 0.21018  0.11
H13 -5.34558 -4.33336 -2.15674  0.12
H14 -4.04417 -2.56158 -3.22921  0.11
H15 4.62831 -0.03896 -2.55339  0.13
H16 3.91326 1.92888 -4.14423  0.10
H17 2.21207 1.76865 -4.57747  0.09
H18 2.71854 3.00946 -3.43107  0.09
H19 1.79021 -2.33816 0.43246  0.02
H20 2.86075 -3.91819 2.02864  0.10
H21 5.31999 -4.01168 2.19376  0.12
H22 6.70767 -2.54221 0.78035  0.12
H23 5.65024 -0.91009 -0.71807  0.12
H24 -0.90938 4.92510 2.94663  0.11
H25 -1.43597 4.75338 5.33106  0.12
H26 -1.82924 2.53746 6.35323  0.12
H27 -1.71452 0.51659 4.99440  0.09
H28 -1.17692 0.67230 2.54695  0.03
C31 0.95706 -4.36359 4.92916  -0.21
Ge1 -0.96861 -4.10395 4.54077  0.83
C32 -2.10346 -4.06924 6.15585  -0.20
C33 -1.57720 -5.38031 3.16320  -0.21
C34 -1.20774 -2.18981 3.74896  -0.53
Se1 0.17495 -1.88688 2.44965  0.85
C35 1.42865 -0.88349 3.52825  -0.31
H29 1.07401 -5.32879 5.41670  0.03
H30 1.35191 -3.61250 5.60906  0.02
H31 1.56134 -4.38106 4.02503  0.00
H32 -2.11728 -5.05317 6.61417  0.03
H33 -3.12362 -3.80202 5.89744  0.02
H34 -1.72680 -3.36272 6.88896  0.02
H35 -1.17875 -6.36072 3.41196  0.03
H36 -1.23205 -5.12303 2.16478  0.01
H37 -2.65993 -5.46076 3.15502  0.02
H38 -1.12196 -1.46600 4.55531  0.01
H39 -2.18736 -2.10378 3.28279  0.02
H40 1.89769 -1.53664 4.26059  0.04
H41 0.89578 -0.08260 4.03565  0.03
H42 2.19198 -0.47754 2.86741  0.04

Forces on atoms 1 to 6 (eV/Å):
0.018 2.646 -3.562
0.031 -0.040 -0.234
0.001 -0.329 0.510
0.084 -0.805 -0.053
-0.026 0.245 0.077
0.348 -2.453 -0.158